This record from the OMol25 dataset describes a structure of composition C22H27AsBrN6O4S6SiYb in a non-equilibrium geometry. The level of theory is ωB97M-V with the def2-TZVPD basis set.

Last column: natural (NBO) charge in e.
Geometry (Å):
Yb (-0.522, -0.437, -0.137)  1.58
C (4.421, -2.162, -3.380)  -1.10
Si (4.490, -2.692, -1.547)  1.63
C (6.353, -2.925, -1.137)  -1.10
C (3.614, -4.361, -1.248)  -1.10
C (3.817, -1.433, -0.321)  -0.57
C (4.522, -0.892, 0.736)  -0.13
C (3.886, -0.077, 1.668)  -0.30
C (2.535, 0.152, 1.521)  0.10
N (1.821, -0.332, 0.506)  -0.60
C (2.450, -1.102, -0.414)  0.11
S (1.485, -1.640, -1.721)  -0.32
H (4.944, -2.871, -4.016)  0.21
H (4.871, -1.185, -3.532)  0.23
H (3.390, -2.103, -3.706)  0.26
H (6.795, -3.674, -1.787)  0.22
H (6.505, -3.251, -0.113)  0.22
H (6.911, -2.004, -1.277)  0.22
H (3.981, -5.150, -1.897)  0.22
H (2.552, -4.242, -1.429)  0.27
H (3.735, -4.689, -0.219)  0.23
H (5.576, -1.112, 0.847)  0.20
H (4.421, 0.353, 2.499)  0.22
H (1.991, 0.743, 2.249)  0.25
O (-7.055, -0.206, -1.997)  -0.71
C (-5.975, -1.029, -1.757)  0.78
O (-6.088, -2.203, -1.985)  -0.57
C (-4.829, -0.345, -1.185)  -0.33
C (-4.880, 0.870, -0.473)  -0.05
N (-3.688, 1.186, 0.003)  -0.33
N (-2.817, 0.232, -0.385)  -0.41
C (-3.471, -0.709, -1.088)  0.07
C (-2.590, -1.836, -1.585)  0.76
O (-2.796, -2.396, -2.650)  -0.62
O (-1.622, -2.068, -0.775)  -0.81
H (-6.830, 0.711, -1.802)  0.48
H (-5.728, 1.491, -0.239)  0.18
H (-2.696, 2.662, 0.139)  0.19
S (1.180, 1.870, 4.505)  -0.85
As (0.429, 3.374, 3.168)  0.61
S (-1.521, 3.343, 0.124)  -0.22
S (-0.496, 1.918, 1.191)  -0.49
S (2.104, 4.391, 2.419)  -0.81
S (-0.443, -1.490, 2.520)  -0.28
C (-1.604, -0.460, 3.223)  0.38
N (-1.325, 0.248, 4.302)  -0.64
C (-2.300, 1.157, 4.864)  -0.23
C (-3.240, 1.655, 3.775)  -0.43
C (-3.889, 0.442, 3.122)  -0.22
N (-2.854, -0.487, 2.722)  -0.60
H (-0.318, 0.577, 4.430)  0.44
H (-1.744, 1.980, 5.319)  0.24
H (-2.868, 0.638, 5.648)  0.17
H (-2.654, 2.194, 3.031)  0.25
H (-3.999, 2.322, 4.183)  0.20
H (-4.453, 0.741, 2.235)  0.23
H (-4.569, -0.054, 3.833)  0.17
H (-2.988, -1.040, 1.884)  0.43
Br (-1.584, 3.022, -5.306)  0.04
C (-0.441, 2.625, -3.846)  -0.11
C (0.700, 3.394, -3.653)  -0.19
C (1.508, 3.045, -2.575)  -0.23
C (1.139, 1.988, -1.770)  0.09
N (0.029, 1.255, -1.964)  -0.45
C (-0.747, 1.575, -3.007)  0.03
H (0.937, 4.223, -4.301)  0.22
H (2.407, 3.600, -2.363)  0.23
H (1.753, 1.715, -0.920)  0.24
H (-1.629, 0.966, -3.165)  0.22

Highest occupied orbital energy (spin up / spin down) (hartree): -0.063 / -0.063
HOMO-LUMO gap (spin up / spin down) (eV): 5.4 / 5.4
Relative energy (zero: lowest compared OMol25 entry of this formula, charge and spin) (eV): 0.761
E_tot (eV): -275693.5032
Total charge: -2
Spin multiplicity: 2
⟨S²⟩: 0.7510


This record from the OMol25 dataset describes a structure of composition C22H27AsFeN5Se in a non-equilibrium geometry. The level of theory is ωB97M-V with the def2-TZVPD basis set.

Last column: natural (NBO) charge in e.
Geometry (Å):
Fe (-0.033, -0.531, -0.280)  1.13
C (-0.947, 0.281, 2.468)  -0.27
N (0.297, -0.088, 1.752)  -0.43
C (0.795, -1.408, 2.229)  -0.26
C (1.928, -1.798, 1.336)  0.20
C (3.093, -2.411, 1.736)  -0.22
C (4.050, -2.713, 0.774)  -0.08
C (3.815, -2.370, -0.545)  -0.22
C (2.628, -1.746, -0.874)  0.10
N (1.699, -1.469, 0.052)  -0.51
C (1.340, 0.968, 1.836)  -0.28
C (1.650, 1.559, 0.493)  0.25
C (2.632, 2.521, 0.352)  -0.23
C (2.905, 3.022, -0.910)  -0.09
C (2.170, 2.558, -1.991)  -0.23
C (1.203, 1.601, -1.781)  0.07
N (0.943, 1.106, -0.553)  -0.45
C (-2.104, 0.324, 1.528)  0.25
C (-3.393, 0.501, 1.996)  -0.23
C (-4.433, 0.596, 1.090)  -0.08
C (-4.147, 0.515, -0.267)  -0.23
C (-2.846, 0.309, -0.659)  0.08
N (-1.823, 0.210, 0.220)  -0.53
H (-0.840, 1.261, 2.931)  0.25
H (-1.140, -0.430, 3.274)  0.24
H (-0.025, -2.124, 2.112)  0.24
H (1.070, -1.391, 3.286)  0.24
H (3.244, -2.658, 2.778)  0.25
H (4.971, -3.205, 1.058)  0.26
H (4.538, -2.579, -1.320)  0.26
H (2.405, -1.461, -1.892)  0.23
H (2.255, 0.562, 2.273)  0.25
H (1.008, 1.767, 2.498)  0.26
H (3.172, 2.865, 1.224)  0.25
H (3.680, 3.764, -1.050)  0.26
H (2.345, 2.924, -2.993)  0.26
H (0.609, 1.223, -2.597)  0.23
H (-3.569, 0.570, 3.061)  0.25
H (-5.451, 0.729, 1.432)  0.26
H (-4.923, 0.592, -1.015)  0.26
H (-2.598, 0.225, -1.706)  0.22
Se (-0.490, -1.336, -2.398)  0.06
C (0.214, -3.002, -2.029)  -0.03
N (0.676, -4.035, -1.814)  -0.28
C (-0.152, 5.192, 1.066)  -0.94
As (-1.264, 3.659, 0.571)  0.76
C (-2.930, 4.316, 1.361)  -0.94
C (-1.634, 4.124, -1.294)  -0.94
H (-0.645, 6.125, 0.796)  0.24
H (0.809, 5.146, 0.554)  0.22
H (0.022, 5.185, 2.142)  0.23
H (-3.058, 5.378, 1.154)  0.24
H (-2.916, 4.165, 2.440)  0.23
H (-3.777, 3.774, 0.941)  0.23
H (-1.856, 5.187, -1.388)  0.24
H (-2.495, 3.556, -1.646)  0.23
H (-0.775, 3.889, -1.923)  0.22

Highest occupied orbital energy (spin up / spin down) (hartree): -0.510 / -0.510
HOMO-LUMO gap (spin up / spin down) (eV): 6.0 / 6.3
Relative energy (zero: lowest compared OMol25 entry of this formula, charge and spin) (eV): 0.431
E_tot (eV): -191260.2697
Total charge: +2
Spin multiplicity: 2
⟨S²⟩: 0.8055


This record from the OMol25 dataset describes a structure of composition C22H27BaCl4F6N8O3 in a non-equilibrium geometry. The level of theory is ωB97M-V with the def2-TZVPD basis set.

Last column: Löwdin charge in e.
Geometry (Å):
Ba (-0.117, 0.279, -0.158)  2.12
N (-0.964, -1.752, -1.606)  -0.11
C (-1.378, -2.995, -0.943)  -0.24
C (-2.207, -2.643, 0.286)  -0.21
N (-1.392, -2.059, 1.355)  -0.19
C (-2.240, -1.347, 2.311)  -0.22
C (-1.440, -0.384, 3.179)  -0.25
N (-0.912, 0.688, 2.341)  -0.14
C (-0.558, -3.063, 2.036)  -0.19
C (0.953, -2.800, 2.034)  -0.26
N (1.594, -3.218, 0.785)  0.01
H (-1.802, -1.238, -1.873)  0.07
H (-0.450, -1.950, -2.458)  0.08
H (-0.486, -3.546, -0.644)  0.09
H (-1.981, -3.639, -1.598)  0.11
H (-2.751, -3.534, 0.643)  0.12
H (-2.946, -1.896, -0.010)  0.09
H (-2.797, -2.056, 2.949)  0.12
H (-2.955, -0.754, 1.741)  0.09
H (-0.599, -0.900, 3.651)  0.10
H (-2.104, -0.013, 3.973)  0.11
H (-0.318, 1.308, 2.877)  0.04
H (-1.691, 1.224, 1.967)  0.06
H (-0.723, -4.051, 1.595)  0.12
H (-0.870, -3.123, 3.086)  0.11
H (1.381, -3.398, 2.845)  0.11
H (1.128, -1.740, 2.264)  0.09
H (2.588, -3.330, 0.941)  0.06
H (1.535, -2.452, 0.118)  0.02
Cl (-4.904, 3.624, -4.351)  0.60
C (-4.209, 2.631, -3.109)  -0.74
C (-5.019, 1.830, -2.328)  -0.74
Cl (-6.731, 1.779, -2.601)  0.60
C (-4.437, 1.063, -1.305)  -0.61
Cl (-5.438, 0.064, -0.287)  0.64
C (-3.067, 1.072, -1.044)  -0.44
O (-2.499, 0.416, -0.083)  -0.39
C (-2.209, 1.856, -1.910)  -0.45
O (-0.932, 1.797, -1.701)  -0.41
C (-2.821, 2.639, -2.890)  -0.62
Cl (-1.792, 3.642, -3.868)  0.64
N (2.670, 4.013, 1.050)  0.09
C (1.876, 4.517, 0.055)  -0.08
C (0.814, 3.667, -0.038)  -0.12
N (0.944, 2.658, 0.875)  0.03
C (2.080, 2.871, 1.507)  -0.29
C (2.685, 2.012, 2.508)  -0.27
N (2.099, 1.034, 3.157)  0.13
C (3.055, 0.476, 3.958)  -0.14
C (4.247, 1.118, 3.796)  -0.10
N (4.001, 2.103, 2.872)  0.10
H (3.562, 4.391, 1.307)  0.14
H (2.137, 5.404, -0.495)  0.11
H (-0.014, 3.679, -0.730)  0.10
H (2.828, -0.364, 4.593)  0.10
H (5.218, 0.980, 4.238)  0.10
H (4.696, 2.718, 2.490)  0.14
C (4.358, -0.567, -0.218)  0.02
C (3.129, -0.308, -1.119)  -0.51
O (1.945, -0.370, -0.492)  -0.55
C (3.170, -1.351, -2.282)  -0.53
F (2.094, -1.250, -3.081)  0.15
F (3.159, -2.607, -1.774)  0.12
F (4.265, -1.281, -3.077)  0.13
C (3.336, 1.103, -1.751)  -0.53
F (2.306, 1.480, -2.513)  0.17
F (4.467, 1.234, -2.497)  0.12
F (3.461, 2.020, -0.759)  0.12
H (4.334, -1.600, 0.124)  0.08
H (4.263, 0.089, 0.647)  0.08
H (5.296, -0.375, -0.738)  0.09

Highest occupied orbital energy (hartree): -0.132
HOMO-LUMO gap (eV): 5.3
Relative energy (zero: lowest compared OMol25 entry of this formula, charge and spin) (eV): 2.421
E_tot (eV): -108410.2005
Total charge: -1


This record from the OMol25 dataset describes a structure of composition C22H27BaCl4F6N8O3. The level of theory is ωB97M-V with the def2-TZVPD basis set.

Last column: Löwdin charge in e.
Geometry (Å):
Ba (-0.112, -0.154, -0.190)  1.91
N (2.717, -0.960, -0.224)  -0.06
C (3.482, 0.255, 0.011)  -0.27
C (3.325, 0.705, 1.462)  -0.20
N (1.951, 1.034, 1.841)  -0.19
C (1.559, 0.462, 3.133)  -0.20
C (1.418, -1.055, 3.173)  -0.26
N (0.335, -1.524, 2.319)  -0.06
C (1.724, 2.481, 1.889)  -0.21
C (1.772, 3.179, 0.541)  -0.26
N (0.740, 2.640, -0.335)  -0.07
H (3.049, -1.741, 0.328)  0.07
H (2.694, -1.253, -1.194)  0.07
H (3.092, 1.027, -0.656)  0.09
H (4.558, 0.155, -0.198)  0.11
H (3.992, 1.561, 1.641)  0.12
H (3.690, -0.103, 2.104)  0.11
H (0.589, 0.896, 3.382)  0.12
H (2.270, 0.760, 3.925)  0.12
H (1.288, -1.325, 4.231)  0.11
H (2.341, -1.539, 2.842)  0.10
H (-0.576, -1.173, 2.603)  0.06
H (0.283, -2.535, 2.308)  0.07
H (2.459, 2.961, 2.560)  0.12
H (0.726, 2.636, 2.302)  0.10
H (2.752, 3.052, 0.068)  0.10
H (1.659, 4.254, 0.740)  0.11
H (0.690, 3.133, -1.218)  0.07
H (-0.167, 2.698, 0.132)  0.03
Cl (-5.533, 3.352, 3.513)  0.60
C (-4.592, 2.093, 2.774)  -0.74
C (-5.163, 0.876, 2.472)  -0.74
Cl (-6.839, 0.579, 2.819)  0.60
C (-4.377, -0.129, 1.881)  -0.63
Cl (-5.090, -1.657, 1.448)  0.63
C (-3.024, 0.048, 1.569)  -0.48
O (-2.307, -0.862, 1.002)  -0.33
C (-2.422, 1.336, 1.887)  -0.45
O (-1.176, 1.543, 1.593)  -0.32
C (-3.234, 2.305, 2.480)  -0.62
Cl (-2.490, 3.843, 2.836)  0.63
N (-0.617, -0.810, -4.419)  0.11
C (0.713, -0.808, -4.760)  -0.09
C (1.255, 0.267, -4.126)  -0.14
N (0.301, 0.907, -3.371)  0.10
C (-0.800, 0.220, -3.552)  -0.34
C (-2.065, 0.500, -2.874)  -0.32
N (-2.180, 1.161, -1.747)  0.04
C (-3.514, 1.212, -1.454)  -0.11
C (-4.220, 0.531, -2.401)  -0.06
N (-3.280, 0.076, -3.310)  0.11
H (-1.192, -1.638, -4.443)  0.13
H (1.134, -1.575, -5.386)  0.11
H (2.272, 0.622, -4.167)  0.09
H (-3.877, 1.694, -0.562)  0.11
H (-5.268, 0.315, -2.503)  0.11
H (-3.460, -0.435, -4.155)  0.15
C (-1.439, -3.728, -0.652)  0.01
C (-0.231, -3.526, -1.585)  -0.54
O (0.106, -2.242, -1.751)  -0.35
C (-0.589, -4.158, -2.961)  -0.54
F (-1.689, -3.531, -3.472)  0.10
F (0.372, -4.006, -3.887)  0.14
F (-0.902, -5.463, -2.931)  0.14
C (0.981, -4.299, -0.995)  -0.55
F (0.766, -5.620, -0.802)  0.13
F (1.306, -3.799, 0.212)  0.12
F (2.090, -4.201, -1.751)  0.14
H (-2.268, -3.143, -1.045)  0.09
H (-1.207, -3.310, 0.328)  0.07
H (-1.741, -4.771, -0.542)  0.09

Highest occupied orbital energy (hartree): -0.128
HOMO-LUMO gap (eV): 5.5
Relative energy (zero: lowest compared OMol25 entry of this formula, charge and spin) (eV): 0.380
E_tot (eV): -108412.2417
Total charge: -1


- The lowest total charge belongs to which entry?
  C22H27AsBrN6O4S6SiYb


Please write out number 2 again, unchanged.
This record from the OMol25 dataset describes a structure of composition C22H27AsFeN5Se in a non-equilibrium geometry. The level of theory is ωB97M-V with the def2-TZVPD basis set.

Last column: natural (NBO) charge in e.
Geometry (Å):
Fe (-0.033, -0.531, -0.280)  1.13
C (-0.947, 0.281, 2.468)  -0.27
N (0.297, -0.088, 1.752)  -0.43
C (0.795, -1.408, 2.229)  -0.26
C (1.928, -1.798, 1.336)  0.20
C (3.093, -2.411, 1.736)  -0.22
C (4.050, -2.713, 0.774)  -0.08
C (3.815, -2.370, -0.545)  -0.22
C (2.628, -1.746, -0.874)  0.10
N (1.699, -1.469, 0.052)  -0.51
C (1.340, 0.968, 1.836)  -0.28
C (1.650, 1.559, 0.493)  0.25
C (2.632, 2.521, 0.352)  -0.23
C (2.905, 3.022, -0.910)  -0.09
C (2.170, 2.558, -1.991)  -0.23
C (1.203, 1.601, -1.781)  0.07
N (0.943, 1.106, -0.553)  -0.45
C (-2.104, 0.324, 1.528)  0.25
C (-3.393, 0.501, 1.996)  -0.23
C (-4.433, 0.596, 1.090)  -0.08
C (-4.147, 0.515, -0.267)  -0.23
C (-2.846, 0.309, -0.659)  0.08
N (-1.823, 0.210, 0.220)  -0.53
H (-0.840, 1.261, 2.931)  0.25
H (-1.140, -0.430, 3.274)  0.24
H (-0.025, -2.124, 2.112)  0.24
H (1.070, -1.391, 3.286)  0.24
H (3.244, -2.658, 2.778)  0.25
H (4.971, -3.205, 1.058)  0.26
H (4.538, -2.579, -1.320)  0.26
H (2.405, -1.461, -1.892)  0.23
H (2.255, 0.562, 2.273)  0.25
H (1.008, 1.767, 2.498)  0.26
H (3.172, 2.865, 1.224)  0.25
H (3.680, 3.764, -1.050)  0.26
H (2.345, 2.924, -2.993)  0.26
H (0.609, 1.223, -2.597)  0.23
H (-3.569, 0.570, 3.061)  0.25
H (-5.451, 0.729, 1.432)  0.26
H (-4.923, 0.592, -1.015)  0.26
H (-2.598, 0.225, -1.706)  0.22
Se (-0.490, -1.336, -2.398)  0.06
C (0.214, -3.002, -2.029)  -0.03
N (0.676, -4.035, -1.814)  -0.28
C (-0.152, 5.192, 1.066)  -0.94
As (-1.264, 3.659, 0.571)  0.76
C (-2.930, 4.316, 1.361)  -0.94
C (-1.634, 4.124, -1.294)  -0.94
H (-0.645, 6.125, 0.796)  0.24
H (0.809, 5.146, 0.554)  0.22
H (0.022, 5.185, 2.142)  0.23
H (-3.058, 5.378, 1.154)  0.24
H (-2.916, 4.165, 2.440)  0.23
H (-3.777, 3.774, 0.941)  0.23
H (-1.856, 5.187, -1.388)  0.24
H (-2.495, 3.556, -1.646)  0.23
H (-0.775, 3.889, -1.923)  0.22

Highest occupied orbital energy (spin up / spin down) (hartree): -0.510 / -0.510
HOMO-LUMO gap (spin up / spin down) (eV): 6.0 / 6.3
Relative energy (zero: lowest compared OMol25 entry of this formula, charge and spin) (eV): 0.431
E_tot (eV): -191260.2697
Total charge: +2
Spin multiplicity: 2
⟨S²⟩: 0.8055


- E_tot of number 4 (C22H27BaCl4F6N8O3)?
  -108412.2417 eV